(1)
Below is C16H16N4O5S2 in the gas phase in a non-equilibrium geometry, with properties calculated with wB97M-V/def2-TZVPD.

Bonds (Å) are listed after each position.
Positions of all 43 atoms, in Å:
1 C -0.36387 -2.79998 -1.85843  C2 1.319, H28 1.076, H29 1.076
2 C -0.33097 -3.57417 -0.79163  C1 1.319, C3 1.503, H30 1.082
3 C -0.45168 -3.10353 0.63111  C2 1.503, N4 1.447, H31 1.095, H32 1.096
4 N -0.16605 -1.69694 0.81334  C3 1.447, C5 1.358, C27 1.372
5 C -1.14279 -0.81513 1.15022  N4 1.358, N6 1.256, S17 1.790
6 N -2.34927 -1.14247 1.26866  C5 1.256, C7 1.349
7 C -3.56972 -0.58777 1.42303  N6 1.349, O8 1.202, C9 1.545
8 O -4.26121 -0.74993 2.39296  C7 1.202
9 C -4.09058 0.11264 0.14880  C7 1.545, N10 1.445, H33 1.092, H34 1.093
10 N -3.25565 1.22449 -0.24405  C9 1.445, C11 1.388, C15 1.374
11 C -3.46313 2.50839 0.24107  N10 1.388, O12 1.198, C13 1.513
12 O -4.36121 2.81958 0.97008  C11 1.198
13 C -2.37054 3.38869 -0.32601  C11 1.513, C14 1.523, H35 1.089, H36 1.091
14 C -1.62325 2.50566 -1.31709  C13 1.523, C15 1.513, H37 1.090, H38 1.091
15 C -2.21275 1.12405 -1.13238  N10 1.374, C14 1.513, O16 1.205
16 O -1.86023 0.10251 -1.66654  C15 1.205
17 S -0.43392 0.79780 1.46813  C5 1.790, C18 1.750
18 C 1.15263 0.19627 1.04145  S17 1.750, C19 1.381, C27 1.404
19 C 2.34173 0.89662 1.00254  C18 1.381, C20 1.381, H39 1.077
20 C 3.47787 0.20261 0.63529  C19 1.381, S21 1.781, C25 1.383
21 S 5.02144 1.08462 0.53648  C20 1.781, N22 1.684, O23 1.432, O24 1.432
22 N 5.00825 1.53898 -1.08528  S21 1.684, H40 1.007, H41 1.007
23 O 6.10459 0.16871 0.73531  S21 1.432
24 O 4.93911 2.27639 1.32650  S21 1.432
25 C 3.44888 -1.14258 0.31513  C20 1.383, C26 1.384, H42 1.077
26 C 2.25669 -1.84416 0.35261  C25 1.384, C27 1.391, H43 1.077
27 C 1.09707 -1.16881 0.71748  N4 1.372, C18 1.404, C26 1.391
28 H -0.28378 -3.21260 -2.84884  C1 1.076
29 H -0.49738 -1.73389 -1.79758  C1 1.076
30 H -0.22667 -4.64707 -0.88364  C2 1.082
31 H -1.47464 -3.26730 0.98568  C3 1.095
32 H 0.22809 -3.67777 1.27116  C3 1.096
33 H -5.09372 0.48949 0.36042  C9 1.092
34 H -4.10578 -0.61229 -0.66961  C9 1.093
35 H -2.81024 4.27785 -0.77625  C13 1.089
36 H -1.73589 3.71564 0.49902  C13 1.091
37 H -0.54730 2.47350 -1.14664  C14 1.090
38 H -1.78244 2.81073 -2.35253  C14 1.091
39 H 2.40977 1.93972 1.26178  C19 1.077
40 H 5.03230 2.54003 -1.19147  N22 1.007
41 H 5.75001 1.09760 -1.60414  N22 1.007
42 H 4.37417 -1.62704 0.05063  C25 1.077
43 H 2.22206 -2.88914 0.09322  C26 1.077

- Structure (SMILES): C=CCn1/c(=N/C(=O)CN2C(=O)CCC2=O)sc2cc(S(N)(=O)=O)ccc21
- Largest force on an atom: 0.022 Eh/bohr
- Orbital gap: 8.972 eV
- Energy above the lowest of the compared OMol25 structures with the same formula, charge and spin: 0.0 kcal per mole
- LUMO: 0.3 eV

Here is what Mulliken gives for the atomic charges, in e: C -0.6408; C -0.0723; C -1.0249; N 0.2183; C 0.7553; N -0.3542; C 0.3284; O -0.5944; C -0.8165; N 0.1738; C 0.5299; O -0.5865; C -0.5200; C -0.3919; C 0.3053; O -0.6252; S -0.1929; C 0.6855; C -0.7722; C 0.3471; S 1.2470; N -0.5086; O -0.6589; O -0.6664; C -1.1060; C -0.9028; C 0.3086; H 0.3261; H 0.0615; H 0.3731; H 0.4234; H 0.4575; H 0.4057; H 0.4007; H 0.3548; H 0.2449; H 0.1807; H 0.3744; H 0.5107; H 0.2680; H 0.2631; H 0.4496; H 0.4410



(2)
Below is C16H16N6O in the gas phase in a non-equilibrium geometry, with properties calculated with wB97M-V/def2-TZVPD.

Bonds (Å) are listed after each position.
Positions of all 39 atoms, in Å:
1 N -2.35500 1.92230 0.50292  C2 1.375, H24 1.023, H25 1.046
2 C -1.18155 1.28085 0.18513  N1 1.375, C3 1.399, N23 1.376
3 C -0.03912 1.57221 0.93785  C2 1.399, C4 1.473, H26 1.062
4 C 1.23580 0.92000 0.59376  C3 1.473, C5 1.476, C12 1.398
5 C 2.45661 1.21492 1.36974  C4 1.476, O6 1.225, N7 1.380
6 O 3.35872 1.86610 0.85616  C5 1.225
7 N 2.47564 1.00644 2.73380  C5 1.380, C8 1.436, C11 1.472
8 C 3.56633 1.41998 3.57164  N7 1.436, C9 1.522, H27 1.090, H28 1.088
9 C 3.35214 0.69007 4.89008  C8 1.522, C10 1.518, H29 1.082, H30 1.081
10 C 2.25572 -0.32376 4.61762  C9 1.518, C11 1.515, H31 1.100, H32 1.082
11 C 1.45851 0.21641 3.44757  N7 1.472, C10 1.515, H33 1.104, H34 1.085
12 C 1.28613 0.03064 -0.48328  C4 1.398, C13 1.450, H35 1.108
13 C 0.09141 -0.18394 -1.27634  C12 1.450, N14 1.277, N23 1.370
14 N -0.12837 -0.93277 -2.28767  C13 1.277, C15 1.401
15 C -1.49366 -0.76174 -2.55316  N14 1.401, C16 1.530, N22 1.308
16 C -2.15339 -1.43829 -3.75610  C15 1.530, C17 1.392, N21 1.350
17 C -3.54280 -1.40855 -3.84244  C16 1.392, C18 1.386, H36 1.078
18 C -4.19506 -1.92550 -4.95011  C17 1.386, C19 1.404, H37 1.075
19 C -3.40912 -2.50234 -5.96085  C18 1.404, C20 1.394, H38 1.081
20 C -2.02516 -2.57220 -5.80653  C19 1.394, N21 1.370, H39 1.078
21 N -1.40964 -2.06105 -4.69496  C16 1.350, C20 1.370
22 N -2.07844 0.10511 -1.76666  C15 1.308, N23 1.375
23 N -1.06956 0.43257 -0.89214  C2 1.376, C13 1.370, N22 1.375
24 H -3.10618 1.78508 -0.17847  N1 1.023
25 H -2.30390 2.83974 1.00288  N1 1.046
26 H -0.05038 2.20310 1.79158  C3 1.062
27 H 4.54972 1.19497 3.15987  C8 1.090
28 H 3.52414 2.49861 3.70738  C8 1.088
29 H 4.25778 0.24190 5.27661  C9 1.082
30 H 3.08029 1.44061 5.61881  C9 1.081
31 H 1.63216 -0.45367 5.51480  C10 1.100
32 H 2.65910 -1.30284 4.39476  C10 1.082
33 H 1.07006 -0.61656 2.83546  C11 1.104
34 H 0.62665 0.84643 3.74377  C11 1.085
35 H 2.22575 -0.47628 -0.77825  C12 1.108
36 H -4.12091 -0.91452 -3.07900  C17 1.078
37 H -5.25829 -1.81116 -5.06433  C18 1.075
38 H -3.82913 -2.99164 -6.82883  C19 1.081
39 H -1.41298 -3.05126 -6.55306  C20 1.078

- Structure (SMILES): Nc1cc(C(=O)N2CCCC2)cc2nc(-c3ccccn3)nn12
- Largest force on an atom: 0.061 Eh/bohr
- Orbital gap: 8.444 eV
- Energy above the lowest of the compared OMol25 structures with the same formula, charge and spin: 0.0 kcal per mole
- LUMO: 0.4 eV

Here is what Mulliken gives for the atomic charges, in e: N -0.5008; C 0.8986; C -0.9377; C 0.7722; C 0.0217; O -0.6336; N 0.2113; C -0.6523; C -0.5181; C -0.6480; C -0.5483; C -0.7343; C 0.5097; N -0.7276; C 0.2122; C 0.3904; C -0.4544; C -0.4236; C -0.3824; C -0.2108; N -0.4485; N -1.3561; N 0.8224; H 0.2425; H 0.2588; H 0.4024; H 0.3210; H 0.2851; H 0.3188; H 0.2783; H 0.3196; H 0.3393; H 0.2854; H 0.2824; H 0.4545; H 0.3805; H 0.4109; H 0.3495; H 0.4090